Record 1
{"formula": "C5H14N", "method": "wB97M-V/def2-TZVPD", "s2": 0.750, "homo_ha": [-0.12052, -0.41745], "lumo_ev": [0.9, 0.7], "spin_multiplicity": 2, "homo_lumo_gap_ev": [4.1, 12.1], "symbols": ["N", "C", "C", "C", "C", "C", "H", "H", "H", "H", "H", "H", "H", "H", "H", "H", "H", "H", "H", "H"], "coordinates": [[-0.915, -0.870, 1.485], [-0.056, -1.742, -0.542], [0.160, 0.771, 0.131], [1.555, 1.461, -0.171], [0.296, -0.818, 0.493], [-0.817, 1.037, -1.049], [-0.211, 1.194, 1.086], [-0.029, -2.836, -0.030], [0.768, -1.690, -1.218], [-1.057, -0.045, 1.981], [2.170, 0.684, -0.853], [-0.288, 1.571, -1.907], [-1.169, 0.101, -1.313], [-1.039, -1.509, 2.166], [-1.444, 2.011, -0.803], [1.292, -1.038, 0.948], [1.382, 2.386, -0.768], [2.228, 1.794, 0.509], [-1.802, -0.984, 0.905], [-1.025, -1.477, -1.051]], "forces_ev_per_angstrom": [[0.9, 0.6, -4.2], [-0.4, -3.6, -0.4], [2.0, 0.3, 0.4], [-1.4, -2.5, -4.6], [-1.0, 3.6, 2.5], [1.8, 5.0, 0.8], [0.2, 0.2, -0.9], [-0.5, 2.3, -1.6], [0.4, -0.3, -1.1], [-0.2, 2.6, 1.4], [-1.3, 1.9, 1.2], [-0.1, -1.5, 0.7], [-2.0, -0.6, -1.0], [0.2, -3.9, 3.1], [0.1, -2.8, -0.1], [-1.1, 0.3, 0.0], [-0.1, -0.8, 0.0], [1.6, 0.4, 3.1], [-0.2, 0.1, 0.0], [1.1, -1.1, 0.6]], "lowdin_charge": [0.088, -0.140, -0.365, -0.068, -0.355, -0.091, 0.084, 0.136, 0.079, -0.013, 0.124, 0.088, -0.005, -0.020, 0.121, 0.142, 0.073, 0.011, 0.036, 0.075]}

Record 2
{"formula": "C33H38BrCl2N5O2SW", "method": "wB97M-V/def2-TZVPD", "charge": 2, "homo_ha": -0.47559, "lumo_ev": -7.1, "homo_lumo_gap_ev": 5.8, "symbols": ["W", "Br", "Cl", "Cl", "S", "O", "O", "N", "N", "N", "N", "N", "C", "C", "C", "C", "C", "C", "C", "C", "C", "C", "C", "C", "C", "C", "C", "C", "C", "C", "C", "C", "C", "C", "C", "C", "C", "C", "C", "C", "C", "C", "C", "C", "C", "H", "H", "H", "H", "H", "H", "H", "H", "H", "H", "H", "H", "H", "H", "H", "H", "H", "H", "H", "H", "H", "H", "H", "H", "H", "H", "H", "H", "H", "H", "H", "H", "H", "H", "H", "H", "H", "H"], "coordinates": [[1.198, -0.720, 0.162], [1.813, 3.004, 1.085], [2.886, -2.147, 2.895], [4.005, -0.575, -1.394], [2.754, -2.637, 0.894], [1.800, -1.080, -4.316], [1.134, -1.884, -1.296], [0.435, 0.021, 1.911], [0.001, 0.276, -1.106], [-0.268, -2.656, 0.929], [-0.179, -0.390, -2.352], [-1.156, 1.631, 2.610], [0.539, 3.376, -1.433], [-0.255, 0.716, 2.848], [1.273, 5.691, -0.748], [-0.138, 7.574, -1.255], [1.160, 1.054, -1.026], [0.224, -6.344, 1.098], [-2.298, -1.285, 0.915], [-0.397, -4.582, -4.688], [-1.610, 2.032, 1.263], [1.029, 7.056, -0.711], [-0.426, -5.086, 1.106], [0.528, -4.193, -5.653], [2.345, -5.270, 0.913], [0.320, -3.898, 0.990], [-1.590, -2.597, 1.023], [1.728, -4.040, 0.926], [-1.054, 6.727, -1.865], [0.143, -2.600, -3.416], [1.581, -6.444, 0.986], [-1.874, 2.284, 3.734], [1.072, 2.491, -0.592], [1.248, -3.021, -5.517], [-0.031, -1.830, -2.156], [0.058, 0.361, 4.277], [-0.803, 5.367, -1.920], [-0.580, -3.783, -3.579], [-1.714, 3.533, 1.058], [-1.829, -4.978, 1.228], [3.281, 0.018, 0.124], [1.060, -2.212, -4.403], [-2.396, -3.745, 1.201], [0.348, 4.830, -1.339], [-1.160, 3.511, 4.281], [-0.934, 1.599, 0.536], [-3.261, -1.425, 0.424], [-0.154, 3.280, 4.631], [0.144, 2.933, -2.348], [-2.430, -5.872, 1.334], [1.854, 0.906, -1.856], [-0.965, -5.494, -4.809], [-1.294, -4.071, -2.814], [0.682, -4.809, -6.529], [0.983, -0.206, 4.339], [-1.724, -0.557, 0.352], [1.760, 7.717, -0.267], [1.385, -0.488, -3.672], [3.890, -0.367, 0.942], [2.200, 5.307, -0.349], [0.158, 1.243, 4.902], [3.425, -5.323, 0.854], [1.050, -0.597, 2.456], [-1.505, 4.712, -2.425], [-0.851, -2.261, -1.571], [-2.010, 3.706, 0.024], [-3.467, -3.617, 1.281], [-1.083, -0.157, -2.751], [-0.746, -0.254, 4.688], [1.959, -2.706, -6.268], [-0.763, 4.037, 1.216], [-2.854, 2.554, 3.343], [-1.725, 3.903, 5.126], [-2.473, 3.990, 1.690], [-1.080, 4.296, 3.534], [-2.594, 1.580, 1.121], [-0.323, 8.639, -1.223], [-1.952, 7.130, -2.313], [-2.047, 1.546, 4.514], [2.068, -7.409, 0.969], [-2.504, -0.888, 1.912], [3.363, 1.097, 0.133], [-0.387, -7.235, 1.178]], "forces_ev_per_angstrom": [[-0.6, 0.5, -0.6], [0.1, -0.1, 0.0], [0.0, -0.1, 0.0], [0.0, 0.0, 0.0], [0.0, -0.1, 0.1], [0.0, 0.0, 0.0], [0.0, 0.0, 0.1], [0.3, -0.2, 0.0], [0.2, -0.3, 0.1], [0.0, 0.0, 0.0], [0.0, 0.1, 0.0], [0.0, 0.0, 0.0], [0.0, 0.0, 0.0], [0.0, 0.1, 0.0], [0.0, 0.0, 0.0], [0.0, 0.0, 0.0], [0.0, 0.0, 0.1], [0.0, 0.0, 0.0], [0.0, 0.0, 0.0], [0.0, 0.0, 0.0], [0.0, -0.1, 0.0], [0.0, 0.0, 0.0], [0.0, 0.0, 0.0], [0.0, 0.0, 0.0], [0.0, 0.0, 0.0], [0.0, 0.0, 0.0], [0.0, 0.0, 0.0], [0.0, 0.1, 0.0], [0.0, 0.0, 0.0], [0.0, 0.0, 0.0], [0.0, 0.0, 0.0], [0.0, 0.0, 0.0], [0.0, 0.0, -0.1], [0.0, 0.0, 0.0], [0.0, -0.1, 0.0], [0.0, 0.0, 0.0], [0.0, 0.0, 0.0], [0.0, 0.0, 0.0], [0.0, 0.0, 0.0], [0.0, 0.0, 0.0], [0.0, 0.0, 0.1], [0.0, 0.0, 0.0], [0.0, 0.0, 0.0], [0.0, 0.0, 0.0], [0.0, 0.0, 0.0], [0.0, 0.0, 0.0], [0.0, 0.0, 0.0], [0.0, 0.0, 0.0], [0.0, 0.0, 0.0], [0.0, 0.0, 0.0], [0.0, 0.0, 0.0], [0.0, 0.0, 0.0], [0.0, 0.0, 0.0], [0.0, 0.0, 0.0], [0.0, 0.0, 0.0], [0.0, 0.1, 0.0], [0.0, 0.0, 0.0], [0.0, 0.0, 0.0], [0.0, 0.0, 0.0], [0.0, 0.0, 0.0], [0.0, 0.0, 0.0], [0.0, 0.0, 0.0], [0.0, 0.0, 0.2], [0.0, 0.0, 0.0], [0.0, 0.0, 0.0], [0.0, 0.0, 0.0], [0.0, 0.0, 0.0], [0.0, 0.0, 0.0], [0.0, 0.0, 0.0], [0.0, 0.0, 0.0], [0.0, 0.0, 0.0], [0.0, 0.0, 0.0], [0.0, 0.0, 0.0], [0.0, 0.0, 0.0], [0.0, 0.0, 0.0], [0.0, 0.0, 0.0], [0.0, 0.0, 0.0], [0.0, 0.0, 0.0], [0.0, 0.0, 0.0], [0.0, 0.0, 0.0], [0.0, 0.0, 0.0], [0.0, 0.0, 0.0], [0.0, 0.0, 0.0]], "lowdin_charge": [1.558, 0.887, 0.328, 0.594, 0.646, 0.068, -0.323, -0.061, -0.181, 0.066, 0.024, -0.019, -0.082, -0.362, -0.062, -0.059, -0.417, 0.029, -0.025, -0.072, -0.185, -0.057, -0.128, -0.047, -0.042, -0.212, -0.289, -0.504, -0.061, -0.120, -0.017, -0.168, -0.614, 0.013, -0.319, 0.036, -0.054, -0.035, -0.064, 0.044, -0.762, -0.254, 0.013, -0.254, -0.041, 0.057, 0.104, 0.076, 0.136, 0.140, 0.095, 0.109, 0.112, 0.118, 0.075, 0.032, 0.114, 0.067, -0.020, 0.076, 0.089, 0.127, -0.023, 0.116, 0.132, 0.085, 0.131, 0.159, 0.117, 0.130, 0.044, 0.129, 0.098, 0.087, 0.073, 0.130, 0.114, 0.112, 0.118, 0.129, 0.098, -0.038, 0.136]}

Record 3
{"formula": "C5H10O", "method": "wB97M-V/def2-TZVPD", "homo_ha": -0.30700, "lumo_ev": 1.0, "homo_lumo_gap_ev": 9.4, "symbols": ["O", "C", "C", "C", "C", "C", "H", "H", "H", "H", "H", "H", "H", "H", "H", "H"], "coordinates": [[0.734, 1.460, 1.009], [0.531, -0.353, -0.347], [-0.128, 1.912, -0.090], [0.125, -1.825, -0.349], [-0.565, 0.633, -0.779], [1.116, 0.215, 0.938], [-0.931, 2.508, 0.350], [-0.704, -0.674, 2.091], [0.036, -0.625, 2.224], [-0.638, 0.751, -1.863], [-0.843, -1.971, 0.145], [1.410, -0.241, -1.005], [0.498, 2.552, -0.718], [-1.538, 0.292, -0.403], [0.866, -2.438, 0.172], [0.032, -2.198, -1.375]], "forces_ev_per_angstrom": [[0.2, -0.2, 0.0], [0.1, 0.0, 0.0], [-0.1, 0.1, -0.2], [0.0, 0.0, 0.0], [-0.1, 0.0, 0.0], [0.0, 0.2, -0.4], [0.1, -0.1, 0.0], [-0.1, -0.1, 0.2], [-0.3, -0.2, 0.2], [0.0, 0.0, 0.1], [0.2, 0.1, -0.1], [-0.1, 0.0, 0.0], [-0.1, -0.1, 0.0], [0.2, 0.0, 0.0], [-0.1, 0.1, -0.1], [0.0, 0.1, 0.2]], "lowdin_charge": [-0.111, -0.416, -0.138, -0.093, -0.146, -0.084, 0.121, 0.092, 0.052, 0.118, 0.064, 0.148, 0.122, 0.115, 0.080, 0.077]}

Record 4
{"formula": "C26H38N5S2Ta", "method": "wB97M-V/def2-TZVPD", "charge": 2, "homo_ha": -0.50079, "lumo_ev": -7.6, "homo_lumo_gap_ev": 6.1, "symbols": ["Ta", "S", "S", "N", "N", "N", "N", "N", "C", "C", "C", "C", "C", "C", "C", "C", "C", "C", "C", "C", "C", "C", "C", "C", "C", "C", "C", "C", "C", "C", "C", "C", "C", "C", "H", "H", "H", "H", "H", "H", "H", "H", "H", "H", "H", "H", "H", "H", "H", "H", "H", "H", "H", "H", "H", "H", "H", "H", "H", "H", "H", "H", "H", "H", "H", "H", "H", "H", "H", "H", "H", "H"], "coordinates": [[0.486, 0.072, 0.320], [-0.693, 1.060, 2.204], [1.630, 2.101, 0.505], [2.232, -0.443, 1.800], [-2.206, 0.157, -0.179], [1.578, -1.065, -1.001], [-0.735, -1.894, 1.417], [-0.218, 1.481, -1.843], [-4.207, -0.554, 1.135], [-4.876, -0.654, 2.350], [1.471, 4.469, -3.335], [-2.711, -0.754, -1.227], [-1.647, 1.912, -1.829], [0.184, -3.292, -1.076], [1.748, -1.781, 3.872], [0.254, -2.032, 3.715], [0.650, 2.642, -1.998], [-2.353, 1.580, -0.555], [-2.926, -0.022, 1.082], [2.680, -0.611, -1.811], [2.408, 4.773, -2.352], [1.160, -2.306, -1.624], [0.596, 3.412, -3.155], [1.557, 2.970, -1.020], [2.450, 4.028, -1.189], [0.036, 0.544, -2.978], [2.837, -1.449, -2.855], [-2.992, 0.311, 3.474], [-0.078, -2.777, 2.423], [1.885, -2.507, -2.742], [-2.318, 0.398, 2.261], [2.174, -0.445, 3.304], [-4.275, -0.216, 3.520], [3.599, 0.539, -1.526], [0.824, -3.180, 1.961], [0.377, -3.497, -0.029], [4.600, 0.257, -1.848], [-5.872, -1.074, 2.370], [-0.271, -1.077, 3.745], [-3.712, -0.468, -1.559], [3.172, 4.252, -0.414], [1.103, 0.436, -3.127], [2.321, -2.596, 3.417], [0.318, -4.230, -1.610], [-1.511, -1.436, 1.883], [-4.709, -0.889, 0.239], [-0.123, 3.174, -3.930], [1.788, -3.353, -3.405], [-0.727, -3.625, 2.645], [1.487, 0.342, 3.605], [2.692, -1.295, 1.485], [-0.118, -2.609, 4.560], [-3.414, 1.828, -0.674], [3.584, -1.344, -3.628], [-1.152, -2.482, 0.705], [-0.377, -0.438, -2.774], [3.160, -0.188, 3.692], [3.657, 0.792, -0.472], [2.024, -1.780, 4.928], [-1.711, 2.992, -1.954], [-0.862, -2.996, -1.209], [3.112, 5.581, -2.498], [-1.968, 2.180, 0.267], [-2.060, -0.737, -2.092], [-4.799, -0.282, 4.463], [-2.504, 0.656, 4.377], [1.426, 5.051, -4.245], [-0.412, 0.928, -3.896], [-2.744, -1.770, -0.840], [-2.154, 1.463, -2.684], [2.844, 0.325, 1.535], [3.329, 1.441, -2.078]], "forces_ev_per_angstrom": [[-1.4, 0.4, -0.4], [-0.2, 0.6, 0.1], [0.4, -0.3, 0.2], [-0.6, 0.2, -0.1], [0.8, -0.5, 0.3], [-0.4, -0.7, -0.2], [1.0, 0.4, -0.3], [0.6, -0.5, 0.8], [0.0, 0.0, -0.1], [0.0, 0.0, 0.0], [0.0, 0.0, 0.0], [0.0, 0.1, 0.0], [-0.1, 0.0, -0.3], [-0.1, 0.1, 0.0], [0.0, 0.2, 0.2], [0.0, -0.3, 0.0], [-0.1, 0.0, -0.3], [-0.3, 0.1, 0.0], [-0.3, 0.0, -0.2], [0.1, 0.0, 0.4], [0.0, -0.1, -0.1], [0.2, 0.3, 0.1], [0.0, -0.1, -0.1], [0.0, 0.3, 0.2], [0.0, 0.1, 0.0], [-0.1, 0.2, -0.2], [0.0, -0.2, -0.2], [-0.1, -0.1, 0.0], [-0.1, 0.0, -0.1], [0.1, 0.1, -0.2], [0.1, 0.0, 0.3], [0.3, 0.0, 0.0], [0.0, 0.0, 0.0], [0.0, -0.1, -0.1], [0.0, -0.1, 0.1], [0.0, -0.2, 0.0], [0.0, 0.0, 0.0], [0.0, 0.0, 0.0], [-0.1, -0.1, 0.1], [0.0, 0.0, 0.0], [0.0, 0.0, 0.0], [0.0, 0.0, 0.0], [0.1, 0.0, 0.1], [0.0, 0.0, 0.0], [0.0, 0.0, 0.0], [0.0, 0.0, 0.0], [0.0, 0.0, 0.0], [0.0, 0.0, 0.0], [-0.1, 0.0, -0.1], [0.0, 0.0, 0.0], [0.0, 0.0, -0.1], [0.1, -0.1, 0.0], [0.0, -0.1, 0.0], [0.0, 0.0, 0.1], [0.0, 0.0, -0.1], [0.0, 0.0, 0.0], [0.1, 0.0, -0.2], [0.1, 0.0, 0.0], [0.0, 0.0, 0.0], [0.1, 0.0, -0.1], [0.0, 0.0, 0.0], [0.0, 0.0, 0.0], [0.0, 0.0, 0.0], [0.0, 0.0, 0.0], [0.0, 0.0, 0.0], [0.0, 0.0, 0.0], [0.0, 0.0, 0.0], [0.0, 0.0, 0.0], [-0.1, 0.0, 0.0], [0.0, 0.0, 0.0], [0.3, -0.2, 0.0], [0.0, 0.0, 0.1]], "lowdin_charge": [1.532, 0.659, 0.723, -0.095, -0.203, -0.151, -0.050, -0.167, -0.002, -0.031, -0.025, -0.047, -0.142, -0.034, -0.178, -0.174, -0.295, -0.176, -0.318, -0.359, -0.034, -0.341, -0.005, -0.545, -0.083, -0.047, -0.030, -0.074, -0.200, -0.022, -0.597, -0.216, -0.037, -0.046, 0.101, 0.051, 0.100, 0.123, 0.069, 0.111, 0.119, 0.084, 0.122, 0.104, 0.037, 0.115, 0.129, 0.127, 0.132, 0.076, 0.110, 0.126, 0.155, 0.131, 0.054, 0.064, 0.133, 0.026, 0.130, 0.144, 0.061, 0.125, 0.095, 0.065, 0.123, 0.120, 0.124, 0.110, 0.092, 0.131, 0.018, 0.076]}

Ordered E_tot results: -253.44038 -5663.68942 -271.61771 -2140.23163; unit a.u..
Ordered energy above the lowest of the compared OMol25 structures with the same formula, charge and spin results: 90.3 75.3 84.7 15.0; unit kcal/mol.